Record 1
{
  "formula": "C3H8OS",
  "method": "ωB97M-V with the def2-TZVPD basis set",
  "spin_multiplicity": 1,
  "relative_energy_kcal_mol": 80.7,
  "homo_energy_ev": -8.99,
  "total_charge": 0,
  "gap_ev": 9.114,
  "species": ["C", "C", "C", "H", "H", "H", "H", "H", "H", "H", "H", "O", "S"],
  "positions_angstrom": [[-0.32610, 0.43133, -1.29217], [-0.68038, -0.29489, 0.05305], [0.44128, -0.60066, 0.98111], [1.18502, 2.27684, -0.46272], [0.22662, -0.10127, -2.10943], [-1.23241, 0.64425, -1.91130], [-1.07359, -1.28002, -0.37673], [-1.73144, 0.16379, 0.32957], [1.18805, 0.25310, 1.06961], [1.21784, -1.22318, 0.39935], [0.71793, -1.69624, 2.69982], [-0.17882, -0.91738, 2.17870], [0.24600, 2.34432, -1.55887]]
}

=====

Record 2
{
  "formula": "C5H6Cl2CoO4SYb",
  "method": "ωB97M-V with the def2-TZVPD basis set",
  "spin_multiplicity": 6,
  "relative_energy_kcal_mol": 27.6,
  "homo_energy_ev": [-25.70, -25.98],
  "total_charge": 4,
  "gap_ev": [9.232, 7.405],
  "species": ["Yb", "Co", "Cl", "Cl", "C", "C", "C", "O", "O", "O", "C", "S", "C", "O", "H", "H", "H", "H", "H", "H"],
  "positions_angstrom": [[-0.14056, 1.17770, -3.27999], [-0.18972, 0.77474, -0.81575], [1.62092, 0.02705, -1.69106], [-2.11644, 0.52750, -1.83290], [-0.77794, 2.01216, 0.22089], [1.17187, 0.43664, -5.40230], [-1.08036, 1.53037, -5.69556], [-1.61163, 2.49485, 0.87202], [1.79102, 0.15595, -6.33487], [-1.42738, 1.67842, -6.78313], [-0.94157, -1.34418, 3.67276], [-0.00593, -0.20464, 2.65882], [1.64576, -0.89455, 2.87113], [-0.42780, -0.62972, 1.26754], [-0.74096, -1.16495, 4.73096], [-0.64163, -2.35999, 3.36423], [-2.00549, -1.17459, 3.46157], [1.57039, -1.99273, 2.77652], [2.29940, -0.47696, 2.09042], [2.00803, -0.57306, 3.84870]]
}

=====

Record 3
{
  "formula": "C31H37BaBrN3O2",
  "method": "ωB97M-V with the def2-TZVPD basis set",
  "spin_multiplicity": 1,
  "relative_energy_kcal_mol": 24.3,
  "homo_energy_ev": -5.47,
  "total_charge": -1,
  "gap_ev": 7.750,
  "species": ["Ba", "C", "C", "C", "C", "C", "C", "C", "C", "C", "C", "C", "C", "N", "C", "O", "C", "C", "C", "C", "C", "N", "C", "O", "N", "C", "C", "C", "C", "C", "C", "C", "C", "C", "C", "C", "C", "H", "H", "H", "H", "H", "H", "H", "H", "H", "H", "H", "H", "H", "H", "H", "H", "H", "H", "H", "H", "H", "H", "H", "H", "H", "H", "H", "H", "H", "H", "H", "H", "H", "H", "H", "H", "H", "Br"],
  "positions_angstrom": [[-0.62985, 0.01962, 0.06937], [0.49407, -2.02042, -4.46095], [-0.39409, -1.15494, -3.56802], [-0.59798, 0.24010, -4.16566], [-1.71383, -1.84505, -3.27869], [-2.65767, -1.93281, -4.29421], [-3.88715, -2.52468, -4.07731], [-4.17979, -3.03124, -2.82315], [-3.26217, -2.97531, -1.78148], [-3.67368, -3.55788, -0.43887], [-3.67990, -2.53374, 0.69791], [-2.86655, -4.79926, -0.06004], [-2.00919, -2.38740, -2.01626], [-1.06108, -2.23943, -0.97332], [-0.00705, -3.04796, -1.01314], [0.19592, -4.03896, -1.72303], [1.14961, -2.59188, -0.11910], [2.39959, -3.16410, -0.29239], [3.46982, -2.64778, 0.41935], [3.27757, -1.55850, 1.25082], [2.00334, -1.01649, 1.35723], [0.96051, -1.55387, 0.71044], [1.85819, 0.29659, 2.13991], [2.57056, 0.42189, 3.13807], [1.05658, 1.19865, 1.56158], [1.24555, 2.53448, 1.99589], [0.21070, 3.24480, 2.62508], [0.43483, 4.55807, 3.02807], [1.64077, 5.18940, 2.79729], [2.63943, 4.50257, 2.12950], [2.46307, 3.19111, 1.71703], [3.59108, 2.52099, 0.95599], [4.83357, 2.35818, 1.82959], [3.92167, 3.28350, -0.32970], [-1.15036, 2.63913, 2.90855], [-1.33602, 2.39119, 4.40658], [-2.28937, 3.49327, 2.34845], [1.46920, -1.55154, -4.60896], [0.02893, -2.14455, -5.44011], [0.63655, -3.00475, -4.01781], [0.13511, -1.02147, -2.62032], [-0.99690, 0.18082, -5.17918], [0.35464, 0.77355, -4.22191], [-1.29650, 0.82840, -3.56561], [-2.42985, -1.52021, -5.26903], [-4.61791, -2.57847, -4.87370], [-5.14761, -3.48271, -2.63995], [-4.71220, -3.88293, -0.57405], [-2.65768, -2.28214, 0.98437], [-4.17624, -2.95093, 1.57704], [-4.18788, -1.61380, 0.40803], [-1.81820, -4.55712, 0.09918], [-2.91273, -5.55054, -0.84775], [-3.26266, -5.23581, 0.85945], [2.48871, -3.98831, -0.98508], [4.45830, -3.07864, 0.30789], [4.07930, -1.10445, 1.81441], [-0.35774, 5.09570, 3.53213], [1.79788, 6.21082, 3.12128], [3.57992, 4.99935, 1.92330], [3.25623, 1.52691, 0.65830], [5.24100, 3.33320, 2.10734], [5.61262, 1.81403, 1.28997], [4.58613, 1.81343, 2.73848], [4.28185, 4.29089, -0.11242], [3.04217, 3.37640, -0.96848], [4.70189, 2.76495, -0.89165], [-1.20608, 1.66431, 2.41779], [-1.33531, 3.33538, 4.95519], [-0.53033, 1.77292, 4.80230], [-2.28704, 1.89207, 4.59785], [-2.32478, 4.46897, 2.83645], [-3.24812, 2.99842, 2.50805], [-2.18044, 3.64266, 1.27495], [-3.08494, 1.30332, -0.66912]]
}

=====

Record 4
{
  "formula": "CHF3N2S",
  "method": "ωB97M-V with the def2-TZVPD basis set",
  "spin_multiplicity": 1,
  "smiles": "[H]/N=N/SC(F)(F)F",
  "relative_energy_kcal_mol": 88.6,
  "homo_energy_ev": -8.97,
  "total_charge": 0,
  "gap_ev": 9.176,
  "species": ["H", "N", "N", "S", "C", "F", "F", "F"],
  "positions_angstrom": [[0.93192, -2.66506, 0.56122], [1.54017, -1.85002, 0.04634], [0.91172, -0.77984, 0.04569], [1.15169, 0.69026, -0.26663], [-0.78666, 1.08648, -0.09336], [-1.41472, 0.77510, -1.26262], [-0.97064, 2.36676, 0.05174], [-1.36347, 0.37630, 0.91763]]
}

=====

Record 5
{
  "formula": "CH2BrNO4",
  "method": "ωB97M-V with the def2-TZVPD basis set",
  "spin_multiplicity": 1,
  "smiles": "O=[N+]([O-])C(O)(O)Br",
  "relative_energy_kcal_mol": 44.9,
  "homo_energy_ev": -10.35,
  "total_charge": 0,
  "gap_ev": 9.233,
  "species": ["O", "N", "O", "C", "O", "O", "Br", "H", "H"],
  "positions_angstrom": [[0.32483, 1.35585, -1.29595], [0.38598, 1.03519, -0.12094], [0.47862, 1.80321, 0.79586], [-0.07793, -0.29287, 0.21742], [-0.65280, -0.86541, -0.78456], [-0.61735, -0.35529, 1.44787], [1.94996, -1.13770, -0.00652], [-0.56528, -0.45334, -1.69010], [-1.22603, -1.08964, 1.43693]]
}